{"formula": "C19H35BCrNO2P", "method": "ωB97M-V/def2-TZVPD", "species": ["C", "C", "C", "C", "C", "C", "C", "C", "N", "Cr", "C", "P", "H", "H", "H", "H", "H", "H", "H", "H", "C", "C", "H", "C", "C", "H", "H", "H", "H", "H", "H", "H", "H", "H", "H", "H", "H", "H", "H", "C", "C", "C", "O", "B", "O", "C", "C", "C", "H", "H", "H", "H", "H", "H", "H", "H", "H", "H", "H", "H"], "xyz": [[-3.3234, -0.5064, 3.8208], [-2.9736, -1.7059, 3.2077], [-2.2219, -1.7281, 2.0212], [-1.7037, -0.5318, 1.5375], [-2.0671, 0.6791, 2.1278], [-2.8579, 0.6918, 3.2782], [-2.0511, -3.0668, 1.3178], [-1.6366, -3.0246, -0.1706], [-2.1390, -1.8496, -0.9127], [-0.9439, -0.3511, -0.4607], [-1.6148, 1.9893, 1.4932], [-1.2334, 1.8224, -0.2913], [-3.2927, -2.6580, 3.6141], [-3.0860, 1.6595, 3.7082], [-3.9627, -0.4917, 4.6918], [-0.6900, 2.3880, 1.9533], [-2.3701, 2.7913, 1.5200], [-1.2967, -3.6710, 1.8574], [-2.9586, -3.6851, 1.3958], [-0.5293, -3.0227, -0.2533], [0.0746, 3.0123, -0.5177], [-2.7196, 2.3499, -1.1459], [-1.9451, -3.9292, -0.7275], [-3.5507, -1.5091, -0.6779], [-1.8672, -1.9651, -2.3534], [0.7442, 0.1393, -1.1203], [-4.1237, -1.8097, -1.5596], [-3.9085, -2.0264, 0.2131], [-3.6427, -0.4188, -0.5737], [-2.7773, -2.3209, -2.8365], [-1.6656, -0.9663, -2.7528], [-1.0206, -2.6258, -2.5371], [-2.8974, 3.3874, -0.8377], [-2.5515, 2.2925, -2.2309], [-3.5745, 1.7185, -0.8619], [-0.3242, 3.9973, -0.2195], [0.9358, 2.7353, 0.1158], [0.3780, 3.0348, -1.5764], [-0.3936, -0.1165, -2.0048], [3.0813, 0.0971, 2.8596], [3.0203, 0.1783, 1.3316], [3.9398, 1.3051, 0.8893], [1.6646, 0.5844, 1.0123], [1.2273, -0.3103, 0.0256], [1.9523, -1.5204, -0.0093], [3.2196, -1.2110, 0.5943], [4.2680, -1.1770, -0.5098], [3.5453, -2.3806, 1.5164], [2.8328, 1.0886, 3.2851], [4.1165, -0.1512, 3.1543], [2.3826, -0.6512, 3.2809], [3.6965, 2.2036, 1.4732], [4.9757, 1.0161, 1.1060], [3.8181, 1.5328, -0.1757], [5.2556, -1.0424, -0.0500], [4.2559, -2.1373, -1.0391], [4.0650, -0.3801, -1.2371], [2.8145, -2.4899, 2.3334], [3.5447, -3.3034, 0.9194], [4.5513, -2.2500, 1.9375]], "mulliken_spin": [0.03, -0.02, -0.03, -0.09, -0.06, -0.03, 0.00, 0.01, -0.09, 4.11, 0.04, -0.09, 0.00, 0.00, 0.00, 0.00, 0.00, 0.01, 0.00, 0.03, 0.05, 0.04, 0.02, 0.04, 0.07, 0.03, 0.00, 0.00, 0.01, 0.01, -0.01, -0.01, 0.00, 0.00, -0.01, 0.00, -0.01, 0.00, -0.04, 0.00, 0.02, 0.00, 0.04, -0.06, -0.02, 0.00, 0.00, 0.00, 0.00, 0.00, 0.00, 0.00, 0.00, 0.00, 0.00, 0.00, 0.00, 0.00, 0.00, 0.00], "e_homo_ev": [-6.190, -7.413], "max_force_ev_per_a": 1.815, "e_tot_ev": -64240.78233, "spin_multiplicity": 5}